Entry 1:
{
  "formula": "C5H11NO",
  "method": "ωB97M-V/def2-TZVPD",
  "symbols": ["C", "O", "C", "C", "N", "C", "C", "H", "H", "H", "H", "H", "H", "H", "H", "H", "H", "H"],
  "xyz": [[2.91053, 0.43413, -0.02922], [1.66376, 1.02537, -0.30809], [0.65460, 0.07482, -0.37852], [-0.18986, -0.30133, 0.86092], [-1.25658, -0.55249, -0.10224], [-2.64534, -0.63214, 0.25502], [-0.70132, 0.50539, -0.94260], [3.66922, 1.21403, -0.11528], [3.13616, -0.36415, -0.75365], [2.94154, 0.00021, 0.98134], [1.00304, -0.83547, -0.88424], [0.07073, -1.12655, 1.52896], [-0.35304, 0.63716, 1.42930], [-3.04581, 0.26296, 0.76136], [-2.79048, -1.50064, 0.90883], [-3.23050, -0.80945, -0.65534], [-0.91788, 1.51761, -0.54481], [-0.91876, 0.45053, -2.01172]],
  "nbo_charge": [-0.248, -0.522, 0.103, -0.248, -0.425, -0.405, -0.227, 0.195, 0.165, 0.166, 0.171, 0.191, 0.160, 0.163, 0.201, 0.202, 0.162, 0.193],
  "energy_ha": -327.03707,
  "lumo_energy_ha": 0.0408,
  "relative_energy_kcal_mol": 59.16
}

***

Entry 2:
{
  "formula": "C7H14NSSi",
  "method": "ωB97M-V/def2-TZVPD",
  "symbols": ["C", "C", "C", "C", "C", "C", "C", "N", "Si", "S", "H", "H", "H", "H", "H", "H", "H", "H", "H", "H", "H", "H", "H", "H"],
  "xyz": [[-2.01858, -1.07495, 0.57071], [-3.19965, -1.02087, -0.04382], [-2.18132, 1.12590, 0.41847], [0.65999, 1.69095, -1.27918], [2.95703, 0.24591, 0.48697], [0.92494, -1.54610, -0.99160], [-0.08761, 0.21018, 1.34715], [-1.41956, 0.11242, 0.85169], [1.16939, 0.16330, -0.20639], [-3.61849, 0.64377, -0.28377], [-1.73519, -2.00691, 0.99062], [-3.92785, -1.79955, -0.26976], [-1.89227, 2.09978, 0.81706], [1.46849, 2.11927, -1.83255], [0.11452, 1.33808, -2.23887], [0.06143, 2.35293, -0.70499], [3.23106, -0.35438, 1.46880], [3.69275, 0.04341, -0.34136], [3.32109, 1.15599, 0.83599], [1.41002, -2.24266, -0.46015], [-0.16806, -1.95730, -1.08676], [1.28105, -1.49965, -2.11307], [0.09839, -0.76189, 1.86916], [-0.14157, 0.96241, 2.19566]],
  "nbo_charge": [-0.024, -0.391, -0.140, -1.105, -1.129, -1.107, -0.635, -0.273, 1.579, 0.625, 0.257, 0.289, 0.274, 0.271, 0.254, 0.229, 0.263, 0.261, 0.254, 0.236, 0.239, 0.270, 0.244, 0.258],
  "energy_ha": -1017.28992,
  "lumo_energy_ha": -0.1533,
  "charge": 1,
  "relative_energy_kcal_mol": 18.08
}

***

Repeat the first record exactly.
{
  "formula": "C5H11NO",
  "method": "ωB97M-V/def2-TZVPD",
  "symbols": ["C", "O", "C", "C", "N", "C", "C", "H", "H", "H", "H", "H", "H", "H", "H", "H", "H", "H"],
  "xyz": [[2.91053, 0.43413, -0.02922], [1.66376, 1.02537, -0.30809], [0.65460, 0.07482, -0.37852], [-0.18986, -0.30133, 0.86092], [-1.25658, -0.55249, -0.10224], [-2.64534, -0.63214, 0.25502], [-0.70132, 0.50539, -0.94260], [3.66922, 1.21403, -0.11528], [3.13616, -0.36415, -0.75365], [2.94154, 0.00021, 0.98134], [1.00304, -0.83547, -0.88424], [0.07073, -1.12655, 1.52896], [-0.35304, 0.63716, 1.42930], [-3.04581, 0.26296, 0.76136], [-2.79048, -1.50064, 0.90883], [-3.23050, -0.80945, -0.65534], [-0.91788, 1.51761, -0.54481], [-0.91876, 0.45053, -2.01172]],
  "nbo_charge": [-0.248, -0.522, 0.103, -0.248, -0.425, -0.405, -0.227, 0.195, 0.165, 0.166, 0.171, 0.191, 0.160, 0.163, 0.201, 0.202, 0.162, 0.193],
  "energy_ha": -327.03707,
  "lumo_energy_ha": 0.0408,
  "relative_energy_kcal_mol": 59.16
}